The following is a quantum chemistry calculation of one molecule with the formula C4H5OP in a non-equilibrium geometry, from the OMol25 dataset.

Results
- SMILES = O=C1C=CCP1
- frontier orbital gap (eV) = 9.6
- E_LUMO (eV) = 0.4631
- energy above the lowest of the compared OMol25 structures with the same formula, charge and spin (kcal per mole) = 11.35

```
! RIJCOSX wB97M-V def2-TZVPD def2/J DEFGRID3
* xyz 0 1
O 1.21287 -2.22481 -1.95225
C 0.69600 -1.46136 -1.21760
C -0.01888 -0.23878 -1.56566
C -0.59342 0.40391 -0.54162
C -0.18090 -0.19073 0.77058
P 0.63596 -1.81622 0.60220
H 0.15727 0.24194 -2.57512
H -1.12701 1.29413 -0.47375
H 0.52196 0.47842 1.28600
H -0.99017 -0.12273 1.47540
H 1.89892 -1.03691 0.51119
*
```

The following is a quantum chemistry calculation of a 2-piece molecular cluster, C4H5OP overall in a non-equilibrium geometry, from the OMol25 dataset.

Results
- SMILES = O=C=C=P.C=C
- frontier orbital gap (eV) = 7.0
- E_LUMO (eV) = -1.8017
- energy above the lowest of the compared OMol25 structures with the same formula, charge and spin (kcal per mole) = 72.49

```
! RIJCOSX wB97M-V def2-TZVPD def2/J DEFGRID3
* xyz 0 1
O 1.15828 -2.35467 2.09676
C 0.67102 -2.02232 1.10103
C 0.07647 -1.65722 0.04773
P -0.78945 -1.81598 -1.36941
H -0.83887 -0.57097 -1.90268
C -0.63746 1.71237 -0.11966
C 0.45257 1.04847 0.17556
H -1.00389 1.68271 -1.22822
H -1.08435 2.38421 0.64392
H 0.92513 1.12880 1.05220
H 1.07055 0.46459 -0.49721
*
```

The following is a quantum chemistry calculation of one molecule with the formula C4H5OP in a non-equilibrium geometry, from the OMol25 dataset.

Results
- SMILES = O=[PH]1C=CC=C1
- frontier orbital gap (eV) = 8.2
- E_LUMO (eV) = -0.8769
- energy above the lowest of the compared OMol25 structures with the same formula, charge and spin (kcal per mole) = 21.39

```
! RIJCOSX wB97M-V def2-TZVPD def2/J DEFGRID3
* xyz 0 1
O -2.61542 0.05279 0.23094
P -1.31545 -0.00918 -0.34342
C -0.20086 -1.34220 0.06391
C 1.16044 -0.66097 0.22428
C 1.05042 0.73107 0.30591
C -0.14346 1.29500 0.06538
H -1.34503 -0.05894 -1.68487
H -0.36678 -2.41139 0.25183
H 2.09142 -1.32630 0.35390
H 1.95201 1.43559 0.51101
H -0.26729 2.29453 0.02113
*
```

The following is a quantum chemistry calculation of C4H5OPt as an isolated structure in a non-equilibrium geometry, from the OMol25 dataset.

Results
- frontier orbital gap (spin up / spin down) (eV) = 7.8 / 6.4
- E_LUMO (spin up / spin down) (eV) = -10.8173 / -13.4596
- energy above the lowest of the compared OMol25 structures with the same formula, charge and spin (kcal per mole) = 0.00

```
! RIJCOSX wB97M-V def2-TZVPD def2/J DEFGRID3
* xyz 2 4
C 1.09661 0.78291 1.63865
C 0.23756 -0.05142 1.01413
C 0.27677 -0.64711 -0.24354
C -1.09543 -0.65598 -0.74899
O -1.17188 -0.33071 -1.99067
Pt -0.68652 0.75377 -3.06193
H 1.02210 0.96124 2.71230
H 1.93263 1.23368 1.09883
H 1.16365 -0.65880 -0.87799
H -1.70145 -1.51854 -0.43423
H -1.07406 0.13098 0.89344
*
```

The following is a quantum chemistry calculation of a 2-piece molecular cluster, C4H5PS overall in a non-equilibrium geometry, from the OMol25 dataset.

Results
- frontier orbital gap (eV) = 8.5
- E_LUMO (eV) = -0.3779
- energy above the lowest of the compared OMol25 structures with the same formula, charge and spin (kcal per mole) = 25.34

```
! RIJCOSX wB97M-V def2-TZVPD def2/J DEFGRID3
* xyz 0 1
C -1.69299 0.48590 -0.30504
C -0.32276 0.86074 -0.33333
C -1.87638 -0.82930 -0.02701
C 0.46134 -0.19774 -0.05189
P 2.99672 -0.31041 -0.12551
S -0.38100 -1.65631 0.21803
H -2.49759 1.17407 -0.49405
H 0.03210 1.85308 -0.54069
H -2.79897 -1.36881 0.05645
H 3.00476 -0.95548 1.11630
H 3.07477 0.94426 0.48675
*
```

The following is a quantum chemistry calculation of one molecule with the formula C4H6 in a non-equilibrium geometry, from the OMol25 dataset.

Results
- SMILES = C1[C@H]2C[C@@H]12
- frontier orbital gap (eV) = 10.4
- E_LUMO (eV) = 1.3295
- energy above the lowest of the compared OMol25 structures with the same formula, charge and spin (kcal per mole) = 54.00

```
! RIJCOSX wB97M-V def2-TZVPD def2/J DEFGRID3
* xyz 0 1
C 0.02400 -0.44003 1.03810
C 0.80488 0.22048 0.02710
C -0.34319 0.75360 -0.77601
C -0.31055 -0.71700 -0.43284
H -0.52933 0.16223 1.72258
H 0.64680 -1.31165 1.43992
H 1.78396 0.14682 -0.15925
H -0.53162 1.10178 -1.69495
H -1.17469 1.28080 -0.04655
H -0.37894 -1.63229 -0.81559
*
```

The following is a quantum chemistry calculation of one molecule with the formula C4H6 in a non-equilibrium geometry, from the OMol25 dataset.

Results
- frontier orbital gap (spin up / spin down) (eV) = 6.5 / 8.7
- E_LUMO (spin up / spin down) (eV) = 1.1969 / -1.8538
- energy above the lowest of the compared OMol25 structures with the same formula, charge and spin (kcal per mole) = 23.93

```
! RIJCOSX wB97M-V def2-TZVPD def2/J DEFGRID3
* xyz 0 3
C -0.09392 -0.36640 0.09018
C -0.18285 -1.52933 0.74678
C -0.35998 1.03540 0.03682
C 0.64339 0.44179 -0.96879
H 0.57075 -2.24832 0.61495
H -0.91063 -1.63862 1.57006
H -1.33843 1.40119 -0.13713
H -0.14308 1.73494 0.79261
H 1.61069 0.78948 -0.81627
H 0.20406 0.37987 -1.92921
*
```

The following is a quantum chemistry calculation of one molecule with the formula C4H6 in a non-equilibrium geometry, from the OMol25 dataset.

Results
- frontier orbital gap (spin up / spin down) (eV) = 3.8 / 8.4
- E_LUMO (spin up / spin down) (eV) = 1.0372 / -3.3150
- energy above the lowest of the compared OMol25 structures with the same formula, charge and spin (kcal per mole) = 102.88

```
! RIJCOSX wB97M-V def2-TZVPD def2/J DEFGRID3
* xyz 0 3
C 1.11062 -0.04513 0.21634
C -1.09918 -0.00637 0.27310
C -0.02439 -0.71150 -0.50500
C -0.02832 0.82758 -0.44672
H 1.10973 -0.02383 1.41133
H 2.25012 -0.23415 -0.11257
H -2.10130 -0.00798 -0.18937
H -1.16078 -0.11330 1.56981
H -0.01351 -1.48033 -1.24715
H -0.16812 1.66062 -1.11295
*
```